This record from the Open Molecules 2025 dataset describes C9H9NO4V as an isolated structure in a non-equilibrium geometry. The level of theory is ωB97M-V with the def2-TZVPD basis set.

Geometry as XYZ:
```
24
C9H9NO4V, DFT ωB97M-V with the def2-TZVPD basis set
V 0.12437 1.33497 -0.47009
C 0.16331 1.93071 1.31561
O 0.16822 2.17125 2.46190
C 0.12015 3.19145 -1.07629
O 0.07354 4.33944 -1.25238
C -1.68390 0.75658 -1.04208
O -2.76236 0.41803 -1.33506
C 1.91383 0.70948 -1.08900
O 2.98584 0.42955 -1.46182
C 0.07369 0.00718 -3.17622
H 0.98938 -0.57834 -3.25546
H -0.84920 -0.56840 -3.22248
C 0.07662 1.34373 -3.44240
H -0.84583 1.84941 -3.72412
H 0.99867 1.84356 -3.73607
C -0.44707 -2.20065 3.70671
C 0.07812 -2.51731 2.29739
C 0.05335 -1.35577 1.38409
N -0.00532 -0.46896 0.64133
H -0.03359 -1.32071 4.15452
H -0.21694 -3.01773 4.40074
H -1.54245 -2.12967 3.75396
H 1.11905 -2.86902 2.34121
H -0.55147 -3.29882 1.82602
```

- LUMO (alpha / beta): -9.56 / -10.19 eV
- 2S+1: 4
- Energy relative to the best compared isomer or geometry (same formula, charge and spin): 0.0 kJ/mol
- Max |F|: 9.113 eV Å⁻¹
- HOMO-LUMO gap (alpha / beta): 0.3183 / 0.3195 hartree
- Charge: +2
- Calculated total energy: -44827.073 eV

***

This record from the Open Molecules 2025 dataset describes one molecule with the formula C5H10O2. The level of theory is ωB97M-V with the def2-TZVPD basis set.

Geometry as XYZ:
```
17
C5H10O2, DFT ωB97M-V with the def2-TZVPD basis set
C 1.92502 1.19998 -0.77835
O 0.97617 0.72908 0.15269
C 0.42788 -0.52207 -0.16105
C 0.20004 -1.43847 1.04316
O -1.17926 -1.62588 0.69783
C -1.11121 -0.60976 -0.32488
C -1.88466 0.63460 0.05159
H 2.81436 0.55273 -0.80175
H 1.51144 1.27002 -1.79534
H 2.22633 2.19968 -0.45320
H 0.97457 -1.00308 -0.98208
H 0.32851 -0.90123 1.99267
H 0.75465 -2.38399 1.07051
H -1.45600 -1.01390 -1.28708
H -1.80417 1.39456 -0.73382
H -2.94085 0.38308 0.18940
H -1.49905 1.05983 0.98249
```

- Structure (SMILES): CO[C@H]1CO[C@H]1C
- LUMO: 0.98 eV
- Energy relative to the best compared isomer or geometry (same formula, charge and spin): 244.7 kJ/mol
- Max |F|: 0.361 eV Å⁻¹
- HOMO-LUMO gap: 0.3903 hartree
- Charge: 0
- Calculated total energy: -9440.507 eV

***

This record from the Open Molecules 2025 dataset describes a 2-piece molecular cluster, C3H12NP2 overall in a non-equilibrium geometry. The level of theory is ωB97M-V with the def2-TZVPD basis set.

Geometry as XYZ:
```
18
C3H12NP2, DFT ωB97M-V with the def2-TZVPD basis set
C -2.12280 -0.32862 -1.76709
C -1.70912 -0.58909 0.60791
C -0.26161 0.86268 -0.58815
N -1.61992 0.36085 -0.54494
P 1.10369 -0.06069 -0.24894
P 4.19151 -0.28404 1.36313
H -1.83142 0.37697 -2.63824
H -1.66288 -1.33261 -1.82382
H -3.14789 -0.53136 -1.78462
H -1.16683 -1.48982 0.22954
H -1.30430 -0.16917 1.60251
H -2.63148 -0.79732 1.00791
H -0.18721 1.94289 -0.74105
H -2.17214 1.13674 -0.33754
H 1.93727 0.90416 -0.60016
H 4.74891 0.95806 1.67423
H 4.78992 -0.87829 2.47117
H 3.04630 -0.08134 2.11812
```

- LUMO: -4.50 eV
- Energy relative to the best compared isomer or geometry (same formula, charge and spin): 118.1 kJ/mol
- Max |F|: 3.518 eV Å⁻¹
- HOMO-LUMO gap: 0.3073 hartree
- Charge: +1
- Calculated total energy: -23363.198 eV

***

This record from the Open Molecules 2025 dataset describes C35H100AsF6N14O11 as an isolated structure in a non-equilibrium geometry. The level of theory is ωB97M-V with the def2-TZVPD basis set.

Geometry as XYZ:
```
167
C35H100AsF6N14O11, DFT ωB97M-V with the def2-TZVPD basis set
As -0.26543 -0.35220 0.49269
F -0.54956 0.21632 -1.14870
F -1.67474 0.51368 1.02518
F -0.08156 -0.94780 2.14856
F 1.17669 -1.25962 -0.03326
F 0.67518 1.07637 0.90972
F -1.21634 -1.78044 0.16372
C 2.41285 -2.26776 5.37966
O 2.25870 -2.36747 6.59717
N 3.62558 -2.17133 4.77153
N 1.40388 -2.22495 4.47071
H 4.42190 -2.03570 5.37012
H 3.72631 -2.10164 3.77501
H 0.40368 -2.18707 4.65564
H 1.62767 -2.00288 3.51441
C 2.53251 0.68417 -3.30203
O 3.00604 1.03961 -4.38004
N 2.19928 -0.58896 -2.96238
N 2.11807 1.54308 -2.33664
H 1.90533 -0.91889 -2.06515
H 2.15371 -1.29991 -3.67743
H 2.37629 2.49712 -2.53925
H 1.67558 1.24107 -1.49063
C -1.08774 4.12404 -1.30702
O -1.22715 5.09983 -0.56775
N -1.43328 4.22313 -2.62199
N -0.76159 2.87267 -0.90256
H -2.00387 4.98935 -2.92363
H -1.26594 3.48892 -3.29900
H -0.88946 2.05871 -1.46216
H -0.36032 2.74857 0.00789
C -2.54136 -4.52741 0.37215
C -3.75245 -5.13950 1.04809
C -4.62223 -5.96470 0.10705
O -5.17858 -5.09759 -0.83839
C -6.31568 -5.65550 -1.47071
N -3.28395 -5.94011 2.19820
H -2.68304 -3.79740 -0.41932
H -1.88112 -5.36924 0.15876
H -2.05854 -3.95024 1.16781
H -4.47141 -4.39958 1.42301
H -5.49094 -6.31349 0.68689
H -4.03703 -6.84372 -0.19604
H -6.00941 -6.57286 -1.98247
H -6.70279 -4.96943 -2.22189
H -7.12440 -5.89799 -0.77603
H -4.10246 -6.18649 2.75663
H -2.90700 -5.23674 2.83207
C -4.28020 0.13754 -1.60007
C -4.89076 -1.18090 -2.03397
C -4.03366 -1.98916 -3.02491
O -4.02367 -1.18502 -4.22583
C -3.35215 -1.82362 -5.31656
N -5.03012 -1.95440 -0.80257
H -3.55708 -0.03826 -0.79771
H -5.00061 0.82476 -1.16180
H -3.65315 0.59452 -2.36825
H -5.85731 -1.06792 -2.53310
H -4.28367 -3.02512 -3.26007
H -3.01777 -1.96472 -2.60419
H -3.77362 -2.76382 -5.67521
H -2.31319 -1.99783 -5.01970
H -3.33649 -1.06210 -6.09427
H -5.14973 -2.93782 -1.02080
H -4.16501 -1.89744 -0.27687
C -3.53094 -1.76972 3.28589
C -3.70744 -2.18438 4.73236
C -2.38740 -2.00869 5.48193
O -1.31211 -2.60832 4.80047
C -1.30500 -4.01932 4.73515
N -4.82582 -1.47697 5.34226
H -3.20308 -0.72435 3.26903
H -4.42886 -1.86179 2.67827
H -2.68032 -2.25736 2.80502
H -4.03334 -3.22845 4.74701
H -2.35652 -2.35916 6.52321
H -2.16008 -0.93950 5.53684
H -2.19016 -4.51837 4.33898
H -1.05473 -4.40164 5.72948
H -0.49889 -4.21385 4.02715
H -4.77051 -0.48186 5.53431
H -5.07254 -1.80753 6.27029
C -0.90598 3.49385 -7.79059
C -0.36925 4.36517 -6.60299
C -0.00140 3.50528 -5.40058
O -1.11092 2.64179 -5.07980
C -0.70136 1.35419 -4.66876
N 0.64509 5.27916 -7.06992
H -0.30260 2.58814 -7.68484
H -0.79477 3.99609 -8.74796
H -1.95475 3.25843 -7.62883
H -1.28384 4.92045 -6.36501
H 0.20030 4.13746 -4.53386
H 0.84403 2.86017 -5.65946
H -0.02069 0.91077 -5.39942
H -1.53514 0.64643 -4.76084
H -0.44246 1.34517 -3.60941
H 1.15375 5.62656 -6.25238
H 1.42277 4.73974 -7.45875
C 3.24072 3.48444 0.97602
C 3.11594 4.51765 -0.13814
C 3.87713 5.79371 0.20024
O 3.77257 6.79276 -0.77028
C 4.44727 7.96581 -0.39421
N 3.76690 3.94788 -1.33953
H 2.48226 2.70571 0.91847
H 3.07337 4.03874 1.90197
H 4.16524 2.91803 0.85798
H 2.06602 4.77531 -0.29723
H 4.92379 5.53208 0.42625
H 3.57471 6.13014 1.20751
H 4.52931 8.59400 -1.28077
H 5.44643 7.79068 0.01537
H 3.88773 8.54586 0.34756
H 3.92527 4.69403 -2.00857
H 4.67354 3.58495 -1.07262
C 0.72046 -4.84540 -1.21248
C 1.63145 -4.21492 -2.28761
C 0.75297 -3.47952 -3.31594
O 1.47605 -3.01901 -4.46592
C 0.70507 -2.31048 -5.42381
N 2.52481 -3.28864 -1.60641
H 1.28900 -5.60960 -0.68327
H -0.12820 -5.36362 -1.66319
H 0.34570 -4.09451 -0.51817
H 2.12449 -5.02905 -2.81990
H 0.39139 -2.54550 -2.85927
H -0.17954 -3.96625 -3.62579
H 0.21387 -2.99709 -6.11653
H 1.44926 -1.69192 -5.92479
H -0.03179 -1.66754 -4.93659
H 1.99477 -2.54268 -1.14653
H 3.09808 -2.76204 -2.25920
C 3.34660 0.79244 2.87091
C 4.08407 -0.32315 2.12372
C 5.39674 -0.62839 2.84508
O 6.20504 -1.38621 1.95286
C 7.50307 -1.60590 2.43236
N 3.25649 -1.52579 1.96229
H 2.89182 0.27518 3.73038
H 2.45451 1.28779 2.49962
H 3.97359 1.54811 3.34619
H 4.34032 0.06765 1.12955
H 5.17863 -1.20518 3.75040
H 5.90399 0.28450 3.16788
H 8.13567 -2.14189 1.72675
H 7.45531 -2.11348 3.40105
H 8.06111 -0.67221 2.58833
H 2.40700 -1.26951 1.46804
H 3.85970 -2.12128 1.40362
C 0.23709 1.95706 4.52049
C -0.62934 3.23483 4.42915
C 0.02906 4.46278 3.82621
O 1.02217 4.89438 4.74355
C 1.75776 6.00899 4.31306
N -1.74011 2.80465 3.53848
H -0.35153 1.21115 5.04912
H 1.20478 2.20496 4.96391
H 0.43534 1.64628 3.49408
H -1.02672 3.49980 5.41019
H -0.70260 5.24872 3.62245
H 0.46423 4.15384 2.86760
H 1.02718 6.83504 4.36375
H 2.21294 6.03611 3.32121
H 2.45864 6.38898 5.05840
H -1.35002 2.15486 2.85779
H -2.17521 2.08650 4.12031
```

- LUMO: 2.17 eV
- Max |F|: 2.589 eV Å⁻¹
- HOMO-LUMO gap: 0.3388 hartree
- Charge: -1
- Calculated total energy: -158448.912 eV